Record 1
The following is a quantum chemistry calculation of a single C4H5NO3 molecule, from OMol25.

Structure (XYZ):
```
13
C4H5NO3 | OMol25 | wB97M-V/def2-TZVPD
C -0.417 2.200 0.799
C -0.523 0.873 0.913
N -0.462 0.030 -0.354
O 0.236 0.628 -1.389
C -0.076 -1.173 0.226
O -0.679 -1.838 1.075
C 0.919 -1.979 -0.632
O 1.089 -1.795 -1.823
H -0.735 2.852 1.605
H -0.198 2.690 -0.144
H -0.927 0.475 1.841
H 0.452 -0.103 -2.011
H 1.321 -2.859 -0.106
```

SMILES = C=CN(O)C(=O)C=O
orbital gap = 8.545 eV
net charge = 0
maximum force = 4.83 eV Å⁻¹
molar mass = 115.1 g mol⁻¹
multiplicity = 1
highest occupied orbital energy = -9.23 eV



Record 2
The following is a quantum chemistry calculation of a single C4H8O2 molecule, from OMol25.

Structure (XYZ):
```
14
C4H8O2 | OMol25 | wB97M-V/def2-TZVPD
C -0.749 1.035 -0.934
C 0.273 -0.085 -0.754
O 1.530 0.474 -1.122
C 0.419 -0.722 0.651
C -0.608 -0.494 1.729
O -1.666 0.074 1.616
H -0.596 1.488 -1.921
H -1.773 0.657 -0.867
H -0.622 1.822 -0.183
H 0.020 -0.899 -1.450
H 2.175 -0.243 -1.127
H 1.372 -0.373 1.073
H 0.525 -1.817 0.577
H -0.298 -0.917 2.712
```

SMILES = C[C@@H](O)CC=O
orbital gap = 10.578 eV
net charge = 0
maximum force = 0.53 eV Å⁻¹
molar mass = 88.1 g mol⁻¹
multiplicity = 1
highest occupied orbital energy = -9.80 eV



Record 3
The following is a quantum chemistry calculation of 2 unconnected molecules or ions with the total composition C3H12N2S, from OMol25.

Structure (XYZ):
```
18
C3H12N2S | OMol25 | wB97M-V/def2-TZVPD
C -2.243 0.962 -1.044
C -1.141 1.713 -0.517
S 0.340 1.471 -1.579
H -2.301 0.940 -2.140
H -2.384 -0.065 -0.658
H -3.222 1.362 -0.629
H -0.880 1.726 0.552
H -1.353 2.780 -0.534
H 0.772 2.703 -1.452
N 0.182 -1.860 0.727
C 1.237 -1.206 1.370
N 2.656 -1.317 0.833
H 0.068 -2.875 0.888
H 0.157 -1.586 -0.252
H 1.393 -1.496 2.390
H 1.029 -0.138 1.455
H 2.771 -0.806 -0.071
H 2.917 -2.308 0.660
```

SMILES = CCS.NCN
orbital gap = 9.558 eV
net charge = 0
maximum force = 4.57 eV Å⁻¹
molar mass = 108.2 g mol⁻¹
multiplicity = 1
highest occupied orbital energy = -8.75 eV



Record 4
The following is a quantum chemistry calculation of a single C6H11OP molecule, from OMol25.

Structure (XYZ):
```
19
C6H11OP | OMol25 | wB97M-V/def2-TZVPD
H -0.110 -3.486 -1.078
P -0.101 -2.750 0.118
C 0.733 -1.426 -0.477
C 1.097 -0.231 0.357
C 1.908 0.776 -0.451
C -0.166 0.405 0.955
C -1.152 0.870 -0.123
C -2.566 0.566 0.266
O -3.439 0.243 -0.487
H 1.072 -1.391 -1.502
H 1.706 -0.571 1.207
H 2.830 0.325 -0.810
H 2.169 1.634 0.164
H 1.343 1.128 -1.310
H 0.119 1.238 1.599
H -0.652 -0.348 1.578
H -1.081 1.950 -0.276
H -0.952 0.389 -1.082
H -2.758 0.678 1.352
```

SMILES = [H]/P=C/[C@@H](C)CCC=O
orbital gap = 9.566 eV
net charge = 0
maximum force = 0.76 eV Å⁻¹
molar mass = 130.1 g mol⁻¹
multiplicity = 1
highest occupied orbital energy = -9.48 eV



Record 5
The following is a quantum chemistry calculation of a molecular structure, C39H40BrF5HfN2O2S, from OMol25.

Structure (XYZ):
```
91
C39H40BrF5HfN2O2S | OMol25 | wB97M-V/def2-TZVPD
Hf -0.131 0.061 -0.162
F -1.546 -4.151 -5.350
C -1.154 -3.781 -4.134
C -0.653 -2.511 -3.908
F -0.582 -1.620 -4.897
C -0.245 -2.182 -2.636
F 0.240 -0.918 -2.420
C -0.299 -3.035 -1.541
S 0.278 -2.554 0.014
C -0.849 -4.293 -1.800
F -0.997 -5.164 -0.804
C -1.255 -4.664 -3.068
F -1.760 -5.879 -3.280
C 1.456 -1.206 3.997
C 1.864 -0.173 2.943
C 2.411 1.067 3.666
C 2.855 -0.760 1.947
C 3.841 -1.628 2.403
C 4.702 -2.264 1.528
C 4.586 -2.059 0.166
C 3.632 -1.188 -0.337
C 3.536 -0.927 -1.825
C 4.638 0.047 -2.260
C 3.576 -2.212 -2.653
C 2.776 -0.519 0.555
N 1.813 0.401 0.031
C 2.067 1.764 0.282
C 1.023 2.603 0.271
N -0.252 2.047 0.073
C -1.330 2.958 -0.112
C -1.558 3.550 -1.369
C -2.595 4.468 -1.485
C -3.388 4.809 -0.404
C -3.162 4.213 0.823
C -2.143 3.284 0.988
C -1.889 2.682 2.358
C -1.265 3.731 3.285
C -3.162 2.101 2.979
C -0.742 3.265 -2.623
C 0.524 4.132 -2.701
C -0.392 1.788 -2.837
H 0.567 -0.864 4.532
H 2.252 -1.339 4.731
H 1.236 -2.171 3.540
H 0.956 0.115 2.396
H 3.351 0.812 4.160
H 1.703 1.400 4.429
H 2.587 1.890 2.982
H 3.944 -1.821 3.464
H 5.462 -2.933 1.914
H 5.243 -2.587 -0.515
H 2.585 -0.437 -2.010
H 5.625 -0.352 -2.018
H 4.520 1.002 -1.743
H 4.591 0.228 -3.336
H 4.583 -2.636 -2.680
H 3.277 -2.003 -3.682
H 2.900 -2.964 -2.241
H 3.086 2.076 0.473
H 1.118 3.672 0.415
H -2.786 4.928 -2.449
H -4.182 5.536 -0.521
H -3.780 4.483 1.672
H -1.177 1.868 2.242
H -1.954 4.565 3.434
H -0.338 4.124 2.863
H -1.046 3.296 4.262
H -3.865 2.889 3.253
H -2.914 1.540 3.881
H -3.659 1.424 2.283
H -1.378 3.560 -3.461
H 1.267 3.790 -1.985
H 0.289 5.176 -2.487
H 0.963 4.071 -3.699
H 0.465 1.502 -2.214
H -0.110 1.618 -3.877
H -1.256 1.154 -2.614
Br -1.987 -2.672 3.287
C -3.024 -3.040 1.758
C -3.807 -4.183 1.831
C -4.590 -4.570 0.758
C -4.601 -3.819 -0.406
C -3.822 -2.684 -0.487
C -3.021 -2.269 0.580
C -2.176 -1.084 0.306
O -2.002 -0.686 -0.893
O -1.559 -0.448 1.226
H -3.791 -4.770 2.739
H -5.197 -5.463 0.838
H -5.210 -4.120 -1.247
H -3.808 -2.082 -1.387
```

orbital gap = 6.857 eV
net charge = 0
maximum force = 2.57 eV Å⁻¹
molar mass = 954.2 g mol⁻¹
multiplicity = 1
highest occupied orbital energy = -7.38 eV



Record 6
The following is a quantum chemistry calculation of a molecular structure, C8H12N3, from OMol25.

Structure (XYZ):
```
23
C8H12N3 | OMol25 | wB97M-V/def2-TZVPD
C -0.203 1.861 -0.444
C 0.782 2.675 -0.072
C -0.081 0.422 -0.755
C 2.083 2.212 -0.309
C 1.298 0.240 -1.299
C -0.560 0.645 1.841
C -0.908 -0.190 0.887
C -0.877 -2.591 0.155
N 2.311 1.058 -0.981
N -1.710 -3.589 -0.228
N -1.437 -1.552 0.836
H -1.177 2.295 -0.427
H 0.652 3.562 0.407
H -0.757 -0.099 -1.441
H 2.972 2.807 -0.057
H -0.804 0.541 2.867
H -0.103 1.620 1.726
H 0.168 -2.583 0.064
H 1.402 -0.812 -1.628
H -1.153 -4.471 -0.451
H -2.680 -3.341 -0.225
H 3.225 0.799 -1.226
H -2.444 -1.509 0.763
```

orbital gap (spin up / spin down) = 6.181 / 6.180 eV
net charge = +1
maximum force = 4.55 eV Å⁻¹
molar mass = 150.2 g mol⁻¹
multiplicity = 1
highest occupied orbital energy (spin up / spin down) = -9.95 / -9.95 eV